23
Properties=species:S:1:pos:R:3 method="wB97M-V/def2-TZVPD" mol_weight_g_mol=119.19 gap_ev=8.7 homo_energy_ev=-11.54 total_charge=+1 multiplicity=1 e_lumo_ev=-2.872 relative_energy_kcal_mol=44.4
C -1.5727 0.7234 -0.6903
C -0.7405 1.6079 0.2014
C 0.1538 1.0494 1.3048
N -0.1212 -2.6254 1.8500
C -0.1214 -1.2467 2.0046
C 0.5055 -0.4271 1.1263
N -0.5961 -0.0968 -1.6370
H -2.0806 1.2326 -1.5024
H -2.1167 0.0030 -0.0845
H -0.1542 2.2068 -0.5190
H -1.5407 2.2621 0.6114
H -0.3435 1.2657 2.2538
H 1.1576 1.5110 1.3914
H 0.6883 -3.0286 1.3880
H -0.4318 -3.2281 2.5885
H -0.5220 -0.8846 2.9483
H 1.4031 -0.7620 0.6288
H -0.1859 -0.9189 -1.1706
H -0.9981 -0.4288 -2.5093
H 0.2885 0.4206 -1.7008
H 2.7213 0.3546 -2.9533
H 2.0091 1.7584 -3.2581
O 1.9276 0.8805 -2.8780

=====

15
Properties=species:S:1:pos:R:3 method="wB97M-V/def2-TZVPD" mol_weight_g_mol=76.12 gap_ev="10.6 / 8.0" homo_energy_ev="-9.59 / -9.54" multiplicity=2 e_lumo_ev="0.994 / -1.559" relative_energy_kcal_mol=21.4
C 0.5902 2.9516 -0.2351
H -0.3642 3.0563 -0.8330
H 0.6199 1.9255 0.0423
H 0.5778 3.6273 0.6584
H 1.4164 3.2242 -0.9566
C -0.8256 -0.5657 0.4444
O -1.0923 0.5953 -0.3013
C 0.0707 -1.5321 -0.4066
N 0.3036 -2.8802 0.2598
H -0.1642 -0.2897 1.3026
H -1.7328 -1.0889 0.7585
H -0.4673 -1.6212 -1.4109
H 1.0429 -1.0335 -0.6372
H 0.4615 -2.7902 1.2412
H -0.4365 -3.5788 0.0734

=====

21
Properties=species:S:1:pos:R:3 method="wB97M-V/def2-TZVPD" mol_weight_g_mol=465.93 gap_ev="8.9 / 3.3" homo_energy_ev="-9.54 / -9.53" total_charge=-1 multiplicity=2 e_lumo_ev="-0.636 / -6.267" relative_energy_kcal_mol=16.7
Sn 0.5939 -0.0998 -0.8485
B 0.0936 -3.4300 -0.8500
F -0.0037 -2.7592 -1.9371
F -0.8636 -2.9346 0.0080
F -0.0023 -4.6934 -1.0849
F 1.3631 -3.0661 -0.4116
B 1.4412 3.3367 -0.8261
F 0.0566 3.1633 -0.6789
F 1.8485 2.3760 -1.7649
F 1.9683 4.5377 -1.2448
F 2.0277 2.9435 0.3029
B -2.8217 0.2733 -0.6190
F -2.2540 -0.6970 0.1205
F -2.5289 1.4550 -0.1366
F -2.0632 0.2186 -1.6758
F -4.1960 0.1320 -0.7285
B 1.0752 -0.1558 2.4772
F 2.2475 -0.3134 1.7427
F 0.3074 -1.3021 2.4053
F 1.4092 0.0982 3.8442
F 0.3012 0.9171 1.9061

=====

74
Properties=species:S:1:pos:R:3 method="wB97M-V/def2-TZVPD" mol_weight_g_mol=830.48 gap_ev="4.2 / 4.7" homo_energy_ev="-0.30 / -0.83" total_charge=-2 multiplicity=2 e_lumo_ev="3.884 / 3.884" relative_energy_kcal_mol=53.0
Ti 0.5569 1.1737 -0.1189
N 1.3275 3.2431 3.1456
C 1.2585 2.1788 2.3094
O 1.4200 2.3379 1.0781
C 0.9892 0.7768 2.7775
C 0.0321 0.1966 1.7280
H 1.2486 4.1429 2.6348
H 0.8062 3.1820 4.0067
H 0.6170 0.7669 3.8140
H 1.9395 0.2261 2.7483
H -0.9895 0.5251 1.9729
H 0.0451 -0.9006 1.7654
S 0.7611 5.6287 1.0897
Sb -0.0680 4.3803 -0.6789
S -1.4265 2.7206 0.4224
S 1.8007 2.7543 -1.6033
S 1.1870 2.4191 -3.4864
C -5.7401 -0.1127 2.1540
C -5.1005 0.9796 1.3040
N -3.8261 0.5193 0.8397
C -3.5718 -0.7615 0.4734
N -2.5118 -0.9935 -0.1977
C -2.1221 -2.3233 -0.5794
C -2.8365 -3.4083 0.2226
C -4.3138 -3.0497 0.3180
N -4.4551 -1.7461 0.9260
C -5.7931 -1.3824 1.3158
H -6.7366 0.1845 2.4806
H -5.1177 -0.2936 3.0312
H -4.9392 1.8952 1.8771
H -5.7702 1.2223 0.4601
H -3.1180 1.2109 0.5877
H -1.0385 -2.3967 -0.4349
H -2.3265 -2.4362 -1.6547
H -2.4065 -3.4595 1.2226
H -2.7115 -4.3784 -0.2572
H -4.8492 -3.7809 0.9392
H -4.7659 -3.0674 -0.6897
H -6.2135 -2.2130 1.8983
H -6.4502 -1.2324 0.4379
N -0.5992 -0.0820 -2.8337
N -0.8150 0.7106 -1.6310
H -0.0743 -0.9095 -2.5456
H 0.0399 0.4904 -3.4158
H -1.5171 0.1896 -1.0558
H -1.2792 1.5749 -1.9452
C 1.3039 -2.8813 4.2134
C 2.2587 -3.0474 3.0485
S 1.2650 -3.1784 1.4698
O 0.4409 -4.3867 1.6642
C 2.6748 -3.7579 0.4013
C 3.8981 -2.8684 0.4917
H 1.8393 -2.8723 5.1625
H 0.5894 -3.7013 4.2192
H 0.7561 -1.9480 4.1152
H 2.8543 -3.9539 3.1501
H 2.9025 -2.1788 2.9399
H 2.2600 -3.7321 -0.6062
H 2.8818 -4.7935 0.6718
H 3.5973 -1.8242 0.5466
H 4.5132 -2.9802 -0.3998
H 4.5059 -3.1138 1.3613
F 6.1000 -0.2621 -3.4905
C 4.9276 -0.3305 -2.8017
C 4.7452 0.4270 -1.6487
F 5.7629 1.1910 -1.1886
C 3.5532 0.3503 -0.9647
F 3.4001 0.9208 0.2751
C 2.4492 -0.4662 -1.3845
O 1.3414 -0.4823 -0.7278
C 2.7266 -1.2775 -2.5056
F 1.7982 -2.2072 -2.8750
C 3.9181 -1.2170 -3.2065
F 4.1441 -2.0501 -4.2587

=====

12
Properties=species:S:1:pos:R:3 method="wB97M-V/def2-TZVPD" mol_weight_g_mol=126.02 gap_ev=8.3 homo_energy_ev=-20.05 total_charge=+2 multiplicity=1 e_lumo_ev=-11.765 relative_energy_kcal_mol=1.9
F -0.9327 1.3431 -0.1839
Sc 0.4035 2.0038 -1.4915
O 2.2863 1.7474 -1.3944
H 2.9798 2.3890 -1.5447
C -0.4112 -1.8146 0.0814
O -1.3521 -0.8355 0.5327
C -0.9026 0.2834 1.0395
H 0.4337 -1.8665 0.7805
H -0.9590 -2.7574 0.0081
H -0.0406 -1.5669 -0.9205
H -1.6329 0.7779 1.6821
H 0.1278 0.2962 1.4107

=====

2
Properties=species:S:1:pos:R:3 method="wB97M-V/def2-TZVPD" mol_weight_g_mol=2.02 gap_ev=7.3 homo_energy_ev=-10.06 multiplicity=1 e_lumo_ev=-2.793 relative_energy_kcal_mol=130.8
H 0.0000 0.0000 1.1182
H 0.0000 0.0000 -1.1182

=====

43
Properties=species:S:1:pos:R:3 method="wB97M-V/def2-TZVPD" mol_weight_g_mol=352.81 gap_ev=4.5 homo_energy_ev=-3.26 total_charge=-1 multiplicity=1 e_lumo_ev=1.244 relative_energy_kcal_mol=132.3
Cu -4.6272 -19.0390 -3.0347
O -3.5528 -15.9988 -1.3445
H -4.0745 -15.4833 -0.6991
O -1.4839 -19.7617 -4.9685
H -1.5672 -20.2247 -5.8247
C -10.2390 -20.6292 -1.9247
O -9.5624 -19.6635 -2.1791
N -11.3771 -20.9834 -2.5036
C -12.3390 -22.0935 -2.1026
C -12.0232 -20.3413 -3.6616
H -10.0052 -21.4001 -1.1741
H -13.3956 -21.8302 -2.0526
H -12.1628 -22.4243 -1.0790
H -12.2540 -22.8703 -2.8626
H -13.1015 -20.1818 -3.6646
H -11.4974 -19.3921 -3.7646
H -11.8416 -20.7899 -4.6383
C -6.6543 -25.0462 3.6819
C -6.0288 -24.4771 2.3480
O -5.0898 -23.4855 2.6846
P -4.0105 -22.9486 1.4756
O -4.5754 -22.4716 0.1883
O -2.7298 -23.9348 1.4166
C -2.7677 -25.0854 0.5633
C -2.1268 -24.8131 -0.7309
O -3.3136 -21.7300 2.3120
C -4.0293 -20.5191 2.5909
C -4.7784 -20.4584 3.9010
H -7.3437 -25.8480 3.4174
H -5.9544 -25.5668 4.3355
H -6.9640 -24.2653 4.3765
H -5.5056 -25.1552 1.6737
H -6.8135 -24.0719 1.7090
H -2.4967 -26.0428 1.0082
H -3.7922 -25.4110 0.3827
H -2.2494 -23.7944 -1.0986
H -1.0445 -24.7197 -0.6406
H -2.3325 -25.4679 -1.5777
H -3.3343 -19.6882 2.4693
H -4.8361 -20.3988 1.8680
H -5.3518 -19.5342 3.8299
H -5.4950 -21.2792 3.9295
H -4.1835 -20.1533 4.7619

=====

10
Properties=species:S:1:pos:R:3 method="wB97M-V/def2-TZVPD" mol_weight_g_mol=82.08 gap_ev="7.6 / 7.6" homo_energy_ev="-16.53 / -16.53" total_charge=+1 multiplicity=1 e_lumo_ev="-8.910 / -8.911" relative_energy_kcal_mol=111.7
C 2.0078 1.0528 -0.3570
C 1.9301 -0.9160 -0.1654
C 1.0077 0.1303 -0.3171
C -0.4440 0.1488 -0.4409
N 3.2724 0.9685 -0.2315
O 3.3531 -0.3515 -0.0784
H 1.7867 -1.9338 0.2304
H -0.7381 -0.7033 -0.9647
H -0.8283 0.9134 -0.9473
H -0.8524 0.1517 0.5867

=====

24
Properties=species:S:1:pos:R:3 method="wB97M-V/def2-TZVPD" mol_weight_g_mol=164.19 gap_ev=8.1 homo_energy_ev=-8.03 multiplicity=1 e_lumo_ev=0.107 smiles="CC1=CC=C[C@@]2(C)C(=C1)P2C" relative_energy_kcal_mol=60.3
C 2.0408 -1.8647 -1.7240
C 1.5266 -0.7376 -0.8020
C 1.7596 0.5009 -1.2896
C 1.5009 1.7977 -0.7933
C 0.5084 1.8175 0.1916
C -0.5367 0.6814 0.5052
C -1.7173 0.9029 -0.4482
C -0.1432 -0.6697 1.0028
C 0.9372 -1.2318 0.4105
P -0.8987 0.3019 2.3217
C -2.6322 -0.2731 2.2630
H 2.7459 -2.5562 -1.0014
H 2.6648 -1.5222 -2.4417
H 1.2442 -2.5210 -2.0228
H 2.0082 0.4987 -2.2712
H 1.9394 2.7770 -0.8572
H 0.3844 2.6691 0.8355
H -2.3923 0.0612 -0.3973
H -1.4035 1.1153 -1.3803
H -2.3094 1.6799 0.0682
H 1.4299 -2.1208 0.8164
H -2.5228 -1.2747 2.8558
H -2.9708 -0.5908 1.3023
H -3.1633 0.5593 2.8559

=====

14
Properties=species:S:1:pos:R:3 method="wB97M-V/def2-TZVPD" mol_weight_g_mol=140.10 gap_ev="7.9 / 7.9" homo_energy_ev="-8.68 / -8.68" multiplicity=1 e_lumo_ev="-0.791 / -0.813" relative_energy_kcal_mol=134.3
C 2.4726 -0.8267 0.0031
C 1.7008 1.0005 -0.0184
C 1.2533 -1.6169 -0.0008
C 0.2635 0.6975 -0.1076
C -0.0062 -0.7947 0.0941
N 3.6377 -1.0678 0.0056
N 2.4231 1.9351 -0.0060
O 3.4058 2.6083 0.0182
O 1.2843 -2.8198 -0.0501
O 4.8074 -0.9116 0.0088
H -0.2643 1.2874 0.6469
H -0.0936 1.0173 -1.0912
H -0.7236 -1.1769 -0.6352
H -0.4301 -0.9903 1.0834

=====

13
Properties=species:S:1:pos:R:3 method="wB97M-V/def2-TZVPD" mol_weight_g_mol=81.12 gap_ev=8.6 homo_energy_ev=-8.07 multiplicity=1 e_lumo_ev=0.521 relative_energy_kcal_mol=128.0
C 0.3213 1.4367 0.4710
C 0.2168 0.0645 -0.1170
C -1.6069 -0.2002 -0.8323
C 1.2326 -0.6095 -0.6576
N -0.9704 -1.6061 1.1785
C -1.3321 -0.9429 0.1565
H -0.3652 -2.3911 0.9347
H -1.9535 0.6488 -1.3839
H 1.2693 1.9002 0.1849
H -0.4339 2.1224 0.0795
H 0.2417 1.4040 1.5579
H 2.2225 -0.1675 -0.6640
H 1.1578 -1.6594 -0.9083

=====

198
Properties=species:S:1:pos:R:3 method="wB97M-V/def2-TZVPD" mol_weight_g_mol=1095.50 gap_ev="1.6 / 8.9" homo_energy_ev="0.38 / -7.07" total_charge=-1 multiplicity=2 e_lumo_ev="1.943 / 1.833"
O 10.6603 -7.1790 -0.9140
H 11.0586 -8.0243 -1.1218
H 11.3902 -6.5599 -0.9279
O 11.3436 -8.6470 -7.7331
H 11.8777 -9.4259 -7.5771
H 10.9167 -8.8132 -8.5736
O 6.9523 -7.1898 -9.0671
H 7.1146 -7.4203 -9.9819
H 7.2418 -6.2803 -8.9939
O 8.0872 -6.8348 -1.7921
H 8.2592 -7.1153 -2.6910
H 8.9440 -6.8562 -1.3659
C 4.8119 -7.2946 -3.7789
C 5.1665 -8.4441 -2.7755
O 4.5583 -9.6601 -3.1866
O 3.5503 -6.7843 -3.5605
H 4.6803 -7.7168 -4.7752
H 5.4950 -6.4481 -3.7098
H 4.7196 -8.1188 -1.8361
H 6.2390 -8.5882 -2.6442
H 5.3330 -10.1636 -3.4472
H 3.4722 -6.4622 -2.6595
C 12.5984 -4.3938 -1.7034
C 13.8464 -3.5119 -1.5816
O 13.9347 -2.9728 -0.2639
O 12.9329 -5.6186 -0.9793
H 12.4002 -4.6779 -2.7369
H 11.6215 -4.0723 -1.3423
H 13.7754 -2.6530 -2.2490
H 14.6971 -4.0935 -1.9370
H 13.0507 -2.6484 -0.0769
H 13.4753 -6.1410 -1.5746
C 13.8940 -9.1326 -5.4305
C 13.6365 -10.6224 -5.4349
O 13.1616 -11.0159 -6.7443
O 12.6677 -8.3888 -5.2502
H 14.4946 -8.8980 -6.3093
H 14.4384 -9.0049 -4.4948
H 12.9650 -11.0399 -4.6847
H 14.5928 -11.1401 -5.3609
H 12.4109 -11.5706 -6.5198
H 12.2215 -8.3904 -6.1001
C 8.5142 -1.6850 -7.0408
C 9.6446 -1.5064 -7.9902
O 10.8979 -1.5689 -7.3374
O 8.2971 -0.5195 -6.2623
H 8.6359 -2.5252 -6.3572
H 7.6212 -1.9017 -7.6270
H 9.5745 -0.5671 -8.5387
H 9.6432 -2.2927 -8.7451
H 10.7802 -0.9919 -6.5792
H 7.3759 -0.5208 -5.9921
C 7.7088 -10.6384 -4.4097
C 8.9111 -11.0417 -3.5460
O 10.0484 -10.6380 -4.2414
O 6.4672 -11.2291 -3.9449
H 7.9352 -10.9725 -5.4222
H 7.5960 -9.5550 -4.4504
H 9.0466 -12.1155 -3.4168
H 8.7393 -10.4414 -2.6526
H 10.0564 -9.6956 -4.4243
H 6.6179 -12.1708 -3.8345
C 10.1856 -5.2841 -4.0880
C 9.4657 -6.5366 -4.6350
C 9.1895 -6.5489 -6.1725
O 8.4014 -5.4811 -6.6559
C 7.0751 -5.4280 -6.2044
N 10.1163 -7.7185 -4.1192
H 10.2513 -5.2573 -3.0003
H 9.7220 -4.3839 -4.4915
H 11.2051 -5.3296 -4.4708
H 8.4524 -6.5059 -4.2344
H 8.7610 -7.4952 -6.5029
H 10.1752 -6.4753 -6.6317
H 6.9364 -5.0072 -5.2086
H 6.5548 -6.3739 -6.3551
H 6.7100 -4.6345 -6.8564
H 10.4791 -7.5644 -3.1893
H 10.9833 -7.8690 -4.6150
C 13.7117 -3.7742 -5.3365
C 14.6249 -3.5810 -6.5951
C 14.5577 -2.1494 -7.1744
O 14.6012 -2.1032 -8.6187
C 15.8454 -2.4806 -9.1466
N 16.0336 -3.8297 -6.1062
H 13.8755 -4.7716 -4.9284
H 12.6721 -3.7335 -5.6614
H 13.8761 -2.9958 -4.5914
H 14.3070 -4.3637 -7.2838
H 15.1750 -1.4456 -6.6160
H 13.5620 -1.8138 -6.8844
H 16.1741 -3.4914 -8.9052
H 16.6862 -1.8771 -8.8046
H 15.6253 -2.3313 -10.2036
H 16.8261 -3.7538 -6.7277
H 16.2590 -3.2222 -5.3315
C 4.6312 -0.4717 -3.3285
C 5.8486 -0.9447 -4.0624
C 6.2282 -2.4320 -3.6784
O 6.4537 -2.5384 -2.2492
C 6.6258 -3.9241 -1.7456
N 5.4658 -0.8334 -5.4216
H 3.7226 -0.9496 -3.6949
H 4.4734 0.6007 -3.4434
H 4.6969 -0.6826 -2.2611
H 6.6988 -0.2903 -3.8701
H 7.1014 -2.7901 -4.2237
H 5.4420 -3.1100 -4.0106
H 7.3168 -3.9739 -0.9041
H 7.0685 -4.5587 -2.5134
H 5.6725 -4.2850 -1.3596
H 4.7226 -1.4983 -5.5817
H 5.1018 0.0791 -5.6557
C 15.4524 -8.8736 -9.7160
C 15.5063 -7.4328 -10.2904
C 14.5975 -6.5709 -9.3223
O 13.1598 -6.7609 -9.5400
C 12.3250 -5.9924 -8.7001
N 16.8972 -7.0215 -10.3414
H 15.6718 -8.9312 -8.6499
H 16.1216 -9.4292 -10.3729
H 14.4556 -9.2780 -9.8921
H 15.0766 -7.3714 -11.2902
H 14.8811 -5.5334 -9.4988
H 14.8384 -6.7366 -8.2722
H 12.3166 -4.9910 -9.1303
H 12.7495 -6.0379 -7.6972
H 11.2803 -6.2974 -8.7611
H 16.8039 -6.2803 -11.0211
H 17.3177 -7.7233 -10.9337
C 3.6096 -6.8938 -7.8564
C 2.9014 -8.1398 -7.4188
C 4.0006 -9.2605 -7.3838
O 3.3885 -10.5745 -7.2992
C 4.1742 -11.5427 -6.6260
N 2.1118 -7.7842 -6.2405
H 4.6070 -6.7696 -7.4346
H 3.0986 -6.0498 -7.3932
H 3.7208 -6.7800 -8.9347
H 2.0909 -8.3082 -8.1280
H 4.6458 -9.0172 -6.5397
H 4.6134 -9.2580 -8.2852
H 5.1660 -11.6005 -7.0743
H 3.7188 -12.5329 -6.6434
H 4.4038 -11.1406 -5.6392
H 2.6527 -7.6803 -5.3939
H 1.4752 -8.5373 -6.0221
C 12.0028 -10.5705 0.0285
C 12.9496 -9.8888 -0.9516
C 13.8899 -11.0292 -1.5780
O 14.7505 -10.5787 -2.5750
C 16.0208 -10.1679 -2.1079
N 12.1067 -9.2470 -1.9050
H 12.4842 -11.4263 0.5017
H 11.1257 -10.8973 -0.5301
H 11.7104 -9.9381 0.8668
H 13.5805 -9.1432 -0.4677
H 13.2900 -11.8456 -1.9801
H 14.3390 -11.6362 -0.7919
H 16.5278 -9.9939 -3.0570
H 16.5015 -10.9500 -1.5202
H 16.0262 -9.2323 -1.5486
H 11.5907 -10.0690 -2.1846
H 12.5997 -8.8952 -2.7133
C 1.9235 -4.2397 -4.7382
C 1.5203 -3.1109 -5.6648
C 2.2827 -3.0662 -6.9885
O 3.6570 -2.8556 -6.7803
C 4.4847 -2.8428 -7.9657
N 0.0778 -3.2022 -5.6715
H 1.4598 -4.2740 -3.7524
H 2.9930 -4.2870 -4.5334
H 1.8874 -5.2408 -5.1680
H 1.7048 -2.1974 -5.0994
H 1.8518 -2.2411 -7.5557
H 2.0762 -3.9895 -7.5297
H 5.4851 -2.5970 -7.6096
H 4.2008 -2.0601 -8.6692
H 4.4559 -3.8209 -8.4459
H -0.2094 -4.1690 -5.6189
H -0.1688 -2.7850 -6.5577
C 10.1307 -1.5971 -2.7288
C 10.3129 -0.1208 -3.0245
C 11.5500 0.5380 -2.3975
O 11.4205 0.3844 -0.9950
C 12.6705 0.3528 -0.3588
N 10.3023 0.1160 -4.4561
H 9.2748 -1.9708 -3.2909
H 9.8806 -1.9556 -1.7303
H 11.0325 -2.1536 -2.9837
H 9.3975 0.3100 -2.6187
H 11.6079 1.6182 -2.5308
H 12.4333 0.0712 -2.8334
H 13.4282 0.9570 -0.8577
H 13.0271 -0.6758 -0.3047
H 12.5476 0.7580 0.6456
H 9.4245 -0.2427 -4.8038
H 10.3904 1.0780 -4.7512

=====

15
Properties=species:S:1:pos:R:3 method="wB97M-V/def2-TZVPD" mol_weight_g_mol=91.11 gap_ev=9.7 homo_energy_ev=-8.94 multiplicity=1 e_lumo_ev=0.779 smiles="[H]/N=C/N.NCO" relative_energy_kcal_mol=55.1
H -1.9202 -0.1542 -0.9493
N -2.3044 0.4012 -1.7866
C -1.8452 1.6732 -1.5944
N -2.2602 2.7084 -2.4222
H -1.1230 1.7868 -0.7894
H -1.6165 3.2601 -3.0262
H -3.1270 2.5042 -2.9026
N 2.4018 -1.1007 0.8273
C 1.6535 -1.4031 2.0829
O 1.0078 -2.6779 1.9359
H 3.2312 -0.5920 0.6756
H 1.8995 -1.4867 0.0461
H 0.9183 -0.6421 2.2346
H 2.4104 -1.3697 2.8374
H 0.6738 -2.9074 2.8310